The following is a DFT calculation (ωB97M-V/def2-TZVPD) of a molecular structure, C28H33AsBrN2O12SSbTi at a distorted geometry.

Results
- HOMO level (alpha / beta) (eV) = -0.62 / -3.76
- lowest unoccupied orbital energy (alpha / beta) (eV) = 3.700 / 3.697
- gap between HOMO and LUMO (alpha / beta) (eV) = 4.32 / 7.46
- expectation value of S² = 2.055
- max |F| (eV Å⁻¹) = 1.96
- multiplicity = 3
- relative energy (zero: lowest compared OMol25 entry of this formula, charge and spin) (kcal/mol) = 56.7
- electronic energy (a.u.) = -8396.9838
- charge = -2

XYZ file:
```
80
Properties=species:S:1:pos:R:3:mulliken_spin:R:1
Ti 0.90546 -1.01103 -0.02332 0.135
O 0.72238 -0.72925 4.11747 0.000
As -0.30178 -0.15529 2.79344 0.006
O -0.88352 1.30513 3.22265 0.000
O 0.93701 -0.05990 1.58454 -0.003
C -1.71799 -1.47952 3.06578 0.001
C -2.31169 -1.43658 4.31669 0.000
C -3.35932 -2.30817 4.59367 0.000
C -3.81434 -3.20101 3.63804 0.000
C -3.21655 -3.25478 2.38496 0.000
C -2.17142 -2.39564 2.12106 0.000
S -1.27237 -2.38517 0.61851 0.016
O -1.85252 -3.28549 -0.31577 -0.001
O 0.13918 -2.62853 1.07551 -0.005
O -1.26323 -0.93521 0.24357 -0.003
H 1.61199 -0.84466 3.75664 0.000
H -1.95485 -0.72396 5.04761 0.000
H -3.82367 -2.28815 5.57183 0.000
H -4.64563 -3.85605 3.86603 0.000
H -3.54576 -3.94503 1.61948 0.000
O 4.72043 -0.94949 -1.00608 0.062
C 3.95547 -1.51973 -0.26370 0.003
O 2.69173 -1.01926 -0.08740 0.011
C 4.27145 -2.71992 0.50868 0.151
C 3.45669 -3.21647 1.54165 -0.010
C 3.77309 -4.37270 2.21207 0.089
C 4.94192 -5.08973 1.86813 0.016
C 5.78395 -4.58486 0.84763 0.100
C 5.44918 -3.42591 0.19616 -0.023
N 5.26450 -6.26106 2.52219 0.153
O 6.29201 -6.91275 2.15401 0.196
O 4.53261 -6.65692 3.48136 0.199
H 2.56189 -2.67638 1.82172 -0.007
H 3.14300 -4.76260 2.99654 0.020
H 6.67828 -5.13735 0.60386 0.028
H 6.08431 -3.02948 -0.58598 0.007
Br -2.18891 1.33138 -6.24646 0.002
C -1.52505 -0.19799 -5.32233 -0.109
C -1.69338 -1.45134 -5.89752 0.243
N -1.29039 -2.56896 -5.25593 -0.062
C -0.70927 -2.45121 -4.08317 0.108
C -0.45210 -1.20297 -3.44367 -0.011
C -0.90936 -0.03592 -4.10936 0.096
C 0.23135 -1.14697 -2.22797 0.307
O 0.62885 -2.20419 -1.54042 0.028
O 0.50645 0.00017 -1.57664 0.048
H -2.15556 -1.57067 -6.86826 0.022
H -0.41760 -3.36464 -3.57878 0.028
H -0.77468 0.93394 -3.65693 0.152
C -1.16172 4.36823 2.37398 0.000
C -0.65351 4.59315 0.94828 0.001
C 0.62168 5.44104 0.99659 0.000
Sb -0.32983 2.65789 -0.01850 -0.001
C -2.47656 2.27721 -0.29125 -0.001
C -2.77192 1.39823 -1.50677 -0.007
C -3.38889 3.49971 -0.30339 0.000
C 0.32870 3.65961 -1.86883 0.000
C -0.75101 4.15932 -2.82386 -0.001
C 1.39141 2.84225 -2.60595 0.000
H -1.43617 5.32220 2.84340 0.000
H -0.39243 3.89132 2.98379 0.000
H -2.02419 3.70081 2.41400 0.000
H -1.40524 5.13180 0.36604 0.000
H 1.47821 4.85738 1.34750 0.000
H 0.49086 6.28094 1.69028 0.000
H 0.87904 5.86488 0.02556 0.000
H -2.67661 1.69134 0.61154 0.000
H -2.58538 1.92905 -2.44030 -0.006
H -3.82986 1.10775 -1.50949 0.000
H -2.18350 0.48302 -1.50676 0.021
H -3.33697 4.07175 0.62313 0.000
H -3.14911 4.16911 -1.13221 0.000
H -4.42977 3.17713 -0.43360 0.000
H 0.83327 4.52896 -1.44488 0.000
H -1.36823 3.34786 -3.20950 -0.001
H -0.29889 4.65783 -3.69120 0.000
H -1.41437 4.87822 -2.33624 0.000
H 0.95196 2.04699 -3.20581 0.000
H 2.08750 2.36044 -1.91798 -0.001
H 1.96928 3.48686 -3.27933 0.000
```